Model w:
The following is a DFT calculation (ωB97M-V with the def2-TZVPD basis set) of the molecule C8H14S.

Structure (ORCA input):
```
! RIJCOSX wB97M-V def2-TZVPD def2/J DEFGRID3
* xyz 0 1
C -0.534 -0.766 -0.375
H -3.108 1.333 1.168
H -1.427 -2.508 0.596
H -2.078 -2.046 -1.039
H 3.388 1.289 0.068
H 1.501 2.346 -0.731
C 0.641 -0.584 0.599
H -0.102 -0.484 -1.450
C 1.376 0.703 0.395
S -0.856 1.937 -0.588
H 1.032 1.094 -1.757
H 0.444 -0.761 1.657
C 2.899 0.352 0.071
C -1.168 -2.184 -0.418
H 1.513 1.336 1.317
H -3.596 0.138 0.082
H 3.065 0.014 -0.994
C -2.753 0.427 0.739
H -2.480 -0.294 1.580
C 0.913 1.507 -0.794
C -1.593 0.447 -0.208
H -0.418 -2.925 -0.600
H 3.342 -0.371 0.683
*
```

Computed properties:
Lowest unoccupied orbital energy (alpha / beta) (Ha): 0.026 / 0.005
Orbital gap (alpha / beta) (eV): 8.5 / 6.8
HOMO (alpha / beta) (hartree): -0.287 / -0.243



Model x:
The following is a DFT calculation (ωB97M-V with the def2-TZVPD basis set) of the molecule C8H14S.

Structure (ORCA input):
```
! RIJCOSX wB97M-V def2-TZVPD def2/J DEFGRID3
* xyz 0 1
C 0.125 0.863 -0.514
H 1.256 1.465 1.700
C 0.977 0.068 -1.492
H -1.924 1.474 -0.421
C -1.375 -0.682 0.938
H 0.589 0.094 -2.459
H 2.035 0.416 -1.547
S 0.033 0.737 3.559
C -0.011 0.012 0.770
H -1.176 2.385 -1.563
H 0.117 -1.823 -1.124
H -1.395 -0.920 1.909
C 1.084 -1.380 -0.885
C 1.012 -1.108 0.630
H -2.307 -0.129 0.614
C -1.233 1.384 -1.223
H 1.898 -0.838 1.118
H 0.616 -1.901 1.111
H -1.695 0.617 -1.884
H 1.935 -1.924 -1.204
H 0.598 1.847 -0.329
H -1.569 -1.562 0.271
C 0.410 0.905 2.025
*
```

Computed properties:
Lowest unoccupied orbital energy (Ha): -0.001
Orbital gap (eV): 8.6
SMILES: C[C@@H]1CCC[C@@]1(C)C=S
HOMO (hartree): -0.319



Least stable = model w